[1]
{
  "formula": "C29H18CdCl2N5O2",
  "method": "ωB97M-V/def2-TZVPD",
  "energy_ev": -71517.41219,
  "lumo_ev": -3.60,
  "total_charge": 1,
  "symbols": ["Cd", "Cl", "C", "C", "C", "Cl", "C", "C", "C", "C", "N", "C", "C", "O", "H", "H", "H", "H", "C", "O", "C", "C", "C", "C", "C", "C", "C", "N", "C", "C", "N", "C", "C", "C", "C", "N", "C", "C", "N", "C", "C", "C", "C", "H", "H", "H", "H", "H", "H", "H", "H", "H", "H", "H", "H", "H", "H"],
  "positions_angstrom": [[-0.16431, 0.06031, -0.06354], [-5.03918, 0.57112, -0.66105], [-3.82945, 1.76630, -0.91678], [-4.20066, 3.04227, -1.35112], [-3.26212, 4.01482, -1.56194], [-3.75710, 5.58326, -2.09808], [-1.89542, 3.74313, -1.34524], [-0.86155, 4.67993, -1.53763], [0.44204, 4.32861, -1.30431], [0.72552, 3.02973, -0.87561], [-0.21412, 2.12607, -0.68392], [-1.52634, 2.44232, -0.90508], [-2.50439, 1.41189, -0.67719], [-2.17199, 0.21293, -0.27025], [-5.24698, 3.25617, -1.52053], [-1.10630, 5.67872, -1.87205], [1.24338, 5.03842, -1.44868], [1.74790, 2.72532, -0.68618], [9.30085, -8.89421, 4.51997], [8.86401, -8.68433, 3.18683], [7.93238, -7.74693, 2.95986], [7.35941, -6.95158, 3.95104], [6.40354, -6.01062, 3.61439], [5.99539, -5.83764, 2.29386], [6.57781, -6.64224, 1.30623], [7.52794, -7.57857, 1.63137], [4.99168, -4.85814, 1.91313], [4.56121, -4.65467, 0.68444], [3.63614, -3.66455, 0.77256], [3.48741, -3.24289, 2.08550], [4.36255, -4.01747, 2.79782], [2.58583, -2.21936, 2.47110], [2.39577, -1.75694, 3.78506], [1.48986, -0.75811, 4.03348], [0.77233, -0.21878, 2.96542], [0.93510, -0.63628, 1.72242], [1.81834, -1.62031, 1.44489], [1.96062, -2.05432, 0.06477], [1.20060, -1.46013, -0.88557], [1.30721, -1.84393, -2.14655], [2.18313, -2.84969, -2.55703], [2.96722, -3.46801, -1.61600], [2.86715, -3.07580, -0.27339], [10.04101, -9.68652, 4.46992], [8.47671, -9.21316, 5.16180], [9.76468, -7.99524, 4.93178], [7.65370, -7.06117, 4.98503], [5.98054, -5.41201, 4.41280], [6.26146, -6.50941, 0.28097], [7.97974, -8.20146, 0.87077], [4.51936, -3.98670, 3.78913], [2.96165, -2.19120, 4.59941], [1.32300, -0.38797, 5.03456], [0.04714, 0.56884, 3.12423], [0.67211, -1.33544, -2.86065], [2.22902, -3.12674, -3.60018], [3.66215, -4.25577, -1.87570]],
  "atomic_forces_ev_per_a": [[0.697, -0.482, 0.155], [-0.118, 0.000, -0.012], [0.392, -0.164, 0.093], [0.006, 0.216, -0.063], [-0.138, -0.116, 0.021], [-0.026, 0.059, -0.021], [0.110, -0.214, 0.079], [0.132, -0.014, 0.015], [-0.112, 0.117, -0.046], [0.009, -0.059, 0.019], [-0.131, 0.682, -0.223], [-0.176, 0.229, -0.089], [-0.352, 0.121, -0.072], [-0.854, 0.243, -0.147], [0.002, -0.011, 0.005], [-0.034, -0.009, 0.001], [0.024, -0.032, 0.012], [-0.007, -0.024, 0.006], [0.056, -0.044, 0.090], [0.079, -0.099, -0.082], [-0.211, 0.217, -0.016], [0.130, -0.102, 0.169], [-0.113, 0.077, -0.205], [0.213, -0.178, 0.238], [-0.121, 0.132, 0.025], [0.088, -0.097, -0.039], [-0.242, 0.212, -0.188], [0.152, -0.177, -0.135], [-0.055, 0.168, 0.586], [0.054, -0.165, -0.541], [0.080, -0.053, 0.170], [-0.186, 0.200, -0.030], [-0.033, 0.014, -0.057], [0.055, -0.046, 0.042], [-0.010, 0.006, -0.023], [0.244, -0.193, 0.292], [0.135, -0.077, 0.281], [0.176, -0.229, -0.220], [0.273, -0.282, -0.039], [-0.033, 0.047, 0.033], [0.071, -0.064, 0.024], [-0.037, 0.022, -0.040], [-0.175, 0.183, -0.003], [-0.003, 0.002, -0.011], [-0.014, 0.016, -0.017], [-0.017, 0.012, -0.017], [-0.019, 0.013, -0.028], [0.010, -0.007, 0.013], [0.030, -0.034, -0.014], [-0.001, 0.002, 0.018], [0.034, -0.031, 0.015], [-0.004, 0.008, 0.006], [-0.007, 0.008, -0.009], [-0.009, -0.002, 0.008], [-0.004, -0.016, -0.017], [-0.007, 0.010, 0.000], [-0.004, 0.006, -0.012]],
  "mulliken_charge": [1.0665, -0.1878, 0.4103, -0.6012, 0.6246, -0.2388, 0.1825, -0.6096, -0.6924, -0.1076, -0.8854, 0.6706, 0.4135, -1.1230, 0.4615, 0.4243, 0.4106, 0.4401, -0.8469, -0.4592, 0.9642, -0.6150, -0.7950, 0.3808, -0.4853, -0.6457, 0.3098, -0.7949, 0.6693, 0.1984, -0.1368, 0.4689, -0.4463, -0.8384, -0.0179, -1.1763, 0.5836, 0.2686, -1.0895, 0.0215, -0.7674, -0.3977, 0.4663, 0.2457, 0.3468, 0.3466, 0.4043, 0.2155, 0.4965, 0.4278, 0.1766, 0.4233, 0.4526, 0.4686, 0.4741, 0.4475, 0.5962]
}

***

[2]
{
  "formula": "C5H10O",
  "method": "ωB97M-V/def2-TZVPD",
  "energy_ev": -7392.53659,
  "lumo_ev": 0.90,
  "relative_energy_kj_mol": 215.04,
  "symbols": ["C", "C", "O", "C", "C", "C", "H", "H", "H", "H", "H", "H", "H", "H", "H", "H"],
  "positions_angstrom": [[0.25885, -0.13526, -2.19877], [0.38089, 0.37210, -0.98388], [1.66827, 0.70724, -0.45783], [-0.50802, 0.05212, 0.19148], [0.01297, -1.18272, 0.93060], [-0.68121, 1.20316, 1.17868], [0.98852, -0.04681, -2.99814], [-0.60407, -0.71056, -2.51016], [1.74276, -0.18771, -0.88736], [-1.53492, -0.10695, -0.15744], [0.80323, -0.84368, 1.60297], [0.39576, -1.96700, 0.27673], [-0.69838, -1.66902, 1.60815], [-0.80353, 2.14922, 0.65364], [-1.53309, 1.02756, 1.83378], [0.11195, 1.33832, 1.91755]],
  "atomic_forces_ev_per_a": [[-0.534, 0.068, -1.243], [-0.796, -0.290, 1.876], [-0.971, -1.152, -1.824], [-1.382, 0.260, 0.112], [0.275, -0.179, 0.592], [0.221, 0.467, 0.505], [0.288, 0.199, 0.389], [-0.305, 0.317, 0.317], [3.091, 0.537, 1.015], [0.207, -0.369, -0.358], [0.295, -0.181, -0.223], [0.022, 0.098, -0.115], [-0.327, 0.325, -0.332], [-0.186, 0.072, 0.080], [-0.398, -0.027, -0.314], [0.500, -0.144, -0.478]],
  "mulliken_charge": [-0.8037, -0.0119, -0.4950, 0.9553, -1.5916, -1.6142, 0.3267, 0.2654, 0.3734, 0.3431, 0.3641, 0.3616, 0.3934, 0.3699, 0.4310, 0.3323]
}

***

[3]
{
  "formula": "C6H25NO8",
  "method": "ωB97M-V/def2-TZVPD",
  "multiplicity": 2,
  "energy_ev": -24488.33948,
  "lumo_ev": [-3.21, -7.90],
  "relative_energy_kj_mol": 169.45,
  "total_charge": 1,
  "symbols": ["C", "C", "N", "C", "C", "C", "C", "O", "H", "H", "H", "H", "H", "H", "H", "H", "H", "H", "H", "H", "H", "O", "H", "H", "O", "H", "H", "O", "H", "H", "O", "H", "H", "O", "H", "H", "O", "H", "H", "O"],
  "positions_angstrom": [[2.69258, 0.98334, 1.50947], [1.93777, -0.16490, 2.19155], [0.52747, 0.02241, 2.15131], [-0.26496, 0.77144, 1.18737], [-1.66502, 0.83908, 1.92238], [-1.48077, 0.33831, 3.43039], [-0.18683, -0.54007, 3.24865], [2.38201, -1.16097, 2.66535], [3.19848, 1.54171, 2.27303], [3.45529, 0.57527, 0.87640], [2.11390, 1.73652, 1.02161], [0.30439, 1.69731, 1.02433], [-0.51068, 0.12533, 0.32200], [-2.03589, 1.84432, 1.96237], [-2.47906, 0.38668, 1.32601], [-1.28460, 1.12087, 4.15600], [-2.32127, -0.21634, 3.79091], [0.44535, -0.58534, 4.30589], [-0.46056, -1.55850, 2.95513], [0.47807, 1.94660, -2.29378], [1.86308, 2.60740, -1.87190], [1.12600, 2.08216, -1.59082], [-2.53102, 0.60865, -2.04492], [-3.12613, 1.76597, -1.10733], [-3.23909, 0.86268, -1.41112], [-0.95140, -0.76001, -4.43286], [-0.37481, -0.34416, -3.05923], [-0.98697, -0.06953, -3.77249], [0.52545, -2.37444, -2.33057], [1.07860, -1.06358, -1.84112], [0.90025, -1.53562, -2.69550], [-0.21774, 1.37900, -4.13040], [-1.13048, 2.45239, -3.59355], [-0.21382, 2.33666, -3.85298], [0.44855, -2.46184, 1.10475], [1.83493, -3.21376, 0.47432], [0.93776, -2.91729, 0.44042], [-1.70798, -2.46214, -1.79309], [-1.19308, -2.05396, -0.47219], [-1.51091, -1.65630, -1.28239]],
  "atomic_forces_ev_per_a": [[0.078, -0.837, 1.054], [1.454, 1.804, -2.149], [-0.547, -0.489, 0.939], [-1.507, -0.662, 1.680], [-0.378, 0.744, 0.727], [1.395, -0.426, -2.369], [-0.496, 0.474, 3.630], [-0.080, -0.132, 0.327], [0.522, 0.076, 0.743], [0.303, -0.213, -0.455], [-0.486, -0.062, -0.659], [-0.755, -0.298, -0.715], [0.982, 0.564, -0.299], [0.196, 0.844, -0.017], [0.720, -0.599, 0.419], [0.090, 0.318, -0.262], [-0.383, -0.505, 0.048], [-1.250, -0.105, -3.124], [0.032, -0.305, 0.226], [0.311, 0.830, -0.906], [0.138, 0.360, -0.774], [-0.133, -1.101, 2.157], [-0.613, 0.477, 0.544], [0.239, 0.116, -0.415], [0.434, -0.572, -0.128], [0.083, -0.319, -0.107], [-0.260, -0.563, -0.694], [-0.413, 0.287, 0.413], [0.433, 0.862, -0.610], [0.093, -0.440, -1.128], [0.327, -0.540, 1.974], [-0.223, 0.999, 0.040], [-0.262, 0.249, -0.188], [0.220, -0.608, -0.156], [0.991, -0.104, 1.287], [0.612, 0.232, 1.279], [-1.620, -0.156, -2.573], [-0.220, 0.582, -0.081], [0.126, -0.114, 0.406], [-0.155, -0.667, -0.083]],
  "mulliken_charge": [-1.1141, 0.6678, 0.2261, -0.1239, -0.6311, -0.6815, -0.3096, -0.4119, 0.3746, 0.3422, 0.2609, 0.5466, -0.2450, 0.3883, 0.3802, 0.3256, 0.3579, 0.3797, 0.2801, 0.3725, 0.2574, -0.5646, 0.3355, 0.2929, -0.6324, 0.3293, 0.3480, -0.7120, 0.3377, 0.2955, -0.6839, 0.4753, 0.3146, -0.7613, 0.2565, 0.2952, -0.5953, 0.2823, 0.2369, -0.4929]
}